166
Properties=species:S:1:pos:R:3:forces:R:3:mulliken_charge:R:1 method="wB97M-V/def2-TZVPD" e_tot_ev=-195990.385 smiles="[H]/N=C(/C)Cc1c(B(N)O)c(CCOCC(F)(F)C(F)(F)C(F)(F)C(F)F)c([C@@H](Cl)CC)c2c1C(=O)C(C#C)=C(C[C@@H](C)Br)C2=O.COCCOCCOC.COCCOCCOC.COCCOCCOC.COCCOCCOC" total_charge=0
Br 3.6405 6.2853 4.6031 -0.75 -0.54 -1.13 -0.169
Cl 0.0206 3.7442 -1.4042 1.27 -0.56 -1.09 -0.183
F -3.1341 -3.9048 -3.3098 1.92 1.65 3.95 -0.298
F -2.6111 -1.0739 -1.2036 2.45 -3.24 -2.24 -0.312
F -0.5004 -2.1861 -1.1571 -3.99 -0.35 -2.05 -0.264
F -1.6125 -4.5937 0.1128 -0.18 -0.53 -4.99 -0.269
F -2.7475 -5.9597 -1.4801 2.90 3.57 0.38 -0.295
F -0.6150 -5.4353 -3.6122 0.05 0.59 4.55 -0.244
F 0.0991 -6.4623 -1.5163 -1.82 3.62 -2.12 -0.288
F -3.8103 -3.3137 -1.1016 3.70 -0.66 -2.82 -0.304
O 7.2373 -0.5718 7.3473 0.45 -0.13 -0.36 -0.263
O 6.5239 1.6168 1.4863 -8.15 0.64 -1.42 -0.617
O -7.4594 -5.5184 -1.2398 0.41 -0.23 -0.35 -0.309
O 0.0969 -1.3362 -3.6191 -2.24 1.55 0.07 -0.299
O 7.8538 1.3449 9.6049 0.36 -0.22 0.44 -0.251
O 8.8836 8.8109 3.9453 0.59 0.09 -0.17 -0.241
O -9.9427 -4.6776 -2.7487 0.03 0.50 -0.31 -0.237
O -15.2901 -5.6811 -4.2493 0.57 0.21 0.04 -0.292
O -14.8086 -2.8041 -5.2170 -0.18 -0.47 -0.10 -0.474
O 7.5584 6.2760 2.9611 -0.12 -0.01 -0.63 -0.331
O 3.4298 -3.0224 -2.7544 0.98 4.05 1.22 -0.633
O 2.7950 5.0059 -0.2088 1.29 -7.56 2.92 -0.545
O -7.1673 -4.1494 -3.9584 -0.30 -0.13 0.37 -0.495
O -16.8135 -4.6230 -6.6390 -0.18 0.61 0.02 -0.280
O 9.5101 7.7534 1.1285 -0.19 -0.04 0.46 -0.475
O 10.0600 -0.4997 8.5208 -0.51 0.09 0.05 -0.471
N 5.2562 -1.8651 -4.2478 -1.19 -1.23 1.55 -0.615
N 4.2669 -2.2182 1.3856 4.21 -0.56 -4.29 -0.738
C 4.2060 2.4658 2.3982 -2.07 1.94 -0.30 0.564
C 4.3425 2.0757 4.0190 -1.89 -5.11 6.34 -0.645
C -18.1149 -4.0787 -6.7909 0.20 -0.31 0.17 -0.844
C 3.8904 -0.3442 -2.3484 -0.55 3.24 2.24 0.576
C 1.2988 3.2815 -2.6862 1.10 -0.18 -1.58 0.003
C 4.1928 1.3938 5.2648 0.30 4.20 -9.10 -0.598
C 9.7813 6.6863 2.0481 0.11 -0.31 -0.42 -0.292
C -1.3826 -1.4426 -3.3911 0.01 1.41 -0.78 -0.741
C 5.7499 -3.9829 0.1399 0.21 1.83 0.68 -0.858
C 1.9048 0.4517 -4.2832 -0.39 0.97 0.45 -0.916
C -15.7040 -3.2787 -4.2050 0.18 0.11 0.21 -0.283
C 2.1428 4.2553 2.8878 0.56 0.02 0.09 -0.898
C 5.9122 -1.1640 -0.4497 0.28 -0.34 0.58 -0.918
C 7.1687 -0.4150 5.9389 -0.10 0.23 0.29 -0.853
C 6.2861 6.0094 2.3925 0.21 0.25 0.19 -0.780
C -0.4246 -5.2001 -2.1585 1.71 -1.66 0.09 0.426
C 4.4437 1.3580 -0.1616 -1.33 -0.65 -2.03 -0.129
C 9.9807 9.0548 4.8116 -0.41 -0.20 -0.08 -0.854
C 0.9859 6.5980 3.3814 -0.02 0.31 0.70 -0.948
C 3.2829 2.4333 -0.7064 0.40 -2.03 -1.39 0.425
C 5.2184 1.7683 1.2635 4.06 -0.19 0.80 0.256
C -9.5413 -4.9358 -4.0936 0.37 -0.11 0.50 -0.472
C -7.1778 -3.5526 -2.6540 0.50 0.12 -0.06 -0.301
C -1.7942 -4.7945 -1.3535 -2.12 -1.99 0.95 0.607
C 7.5983 1.3094 11.0003 -0.15 -0.02 -0.43 -0.853
C -15.7967 -3.8473 -7.2685 0.23 -0.55 0.42 -0.578
C 3.0355 3.7794 0.2563 -0.04 3.19 -1.37 0.258
C -6.5965 -4.4228 -1.5350 -0.67 0.09 -0.07 -0.180
C -14.1577 -6.5266 -4.1216 -0.41 0.05 -0.16 -0.560
C -2.6028 -3.5020 -1.9908 -2.81 -0.97 1.32 0.668
C 2.7638 0.7528 -2.9190 1.43 0.55 2.73 -0.352
C -6.7779 -6.7565 -1.1151 -0.35 0.17 0.02 -0.831
C 8.5343 8.7201 1.5340 0.16 0.18 -0.12 -0.103
C 8.9578 -1.3378 8.8953 0.32 -0.39 -0.18 -0.244
C 2.0903 4.6115 -3.3210 1.62 -0.74 0.80 -0.216
C -8.0455 -5.2618 -4.1644 -0.04 0.10 -0.25 -0.384
C 2.4214 2.1816 -2.1185 2.61 -2.61 1.66 0.103
C 5.2317 -2.4269 0.4108 -2.83 0.59 2.47 0.600
C 8.0013 -1.7038 7.7559 -0.21 0.47 0.54 -0.565
C 8.6372 5.6857 2.2403 0.18 0.45 0.55 -0.497
C 3.1722 3.4565 1.8927 2.15 -1.96 1.39 0.390
C -14.5904 -3.6678 -6.3413 0.10 0.45 -0.26 -0.167
C 2.4357 5.8796 3.0081 -1.82 -0.04 -0.41 0.084
C -15.2235 -4.5124 -3.4331 -0.32 -0.02 -0.55 -0.127
C 9.1908 1.7232 9.2799 -0.32 -0.36 -0.38 -0.553
C 4.7890 -0.0681 -0.9647 -2.71 2.93 -1.23 -0.061
C 0.3229 0.0872 -3.9144 1.05 1.40 0.12 -0.564
C 2.3024 4.5215 -4.9479 -0.42 1.21 0.21 -0.982
C 9.7471 0.8483 8.1513 0.22 0.10 0.13 -0.194
C -10.8227 -3.5716 -2.6226 0.24 -0.34 0.20 -0.376
C 8.9262 9.5774 2.7424 -0.27 -0.57 0.03 -0.555
C -1.7838 -2.0915 -1.9488 1.05 2.49 0.99 0.706
B 4.1829 -1.7958 -3.1372 -0.67 -1.24 -0.28 1.043
H 8.4298 -0.9234 9.7507 -0.23 0.14 -0.12 0.059
H -18.5214 -4.3526 -7.7661 -0.16 0.15 -0.09 0.302
H 9.9226 10.0064 2.5752 -0.05 -0.09 0.04 0.341
H 5.9404 5.0211 2.7009 -0.17 -0.10 -0.12 0.440
H 7.5617 8.2497 1.6738 0.02 -0.01 0.29 -0.093
H -9.7579 -4.0814 -4.7479 0.03 -0.03 0.11 0.364
H 10.9245 9.1120 4.2592 -0.01 0.09 0.00 0.401
H 9.1583 2.7647 8.9483 0.27 0.09 -0.08 0.396
H 0.6756 2.8507 -3.6042 1.38 0.57 2.32 0.168
H -13.7956 -3.1831 -6.9323 -0.29 0.03 0.19 0.412
H -6.3416 -6.8424 -0.1183 0.20 -0.14 0.01 0.297
H 6.4628 -4.2325 1.0636 -1.70 0.31 -2.09 0.325
H 2.9215 -2.7471 -1.9133 0.90 -0.73 -1.82 0.287
H 8.2072 10.3935 2.8560 -0.01 0.17 -0.24 0.395
H 6.3975 -3.9663 -0.8344 -1.41 -0.34 1.81 0.229
H 8.9979 4.8401 2.8397 0.18 -0.05 -0.20 0.384
H 3.1823 4.5556 -2.8442 -2.43 0.32 -0.96 0.166
H -14.1289 -7.1838 -4.9945 -0.11 0.03 0.11 0.250
H 0.0779 0.7231 -2.9349 0.33 -1.31 -2.12 0.427
H -7.7827 -6.0871 -3.5036 -0.21 0.06 0.18 0.100
H 2.3968 -0.2995 -5.0316 -0.88 1.21 1.71 0.344
H -6.0040 -6.8711 -1.8823 0.05 0.04 0.09 0.381
H 9.8129 9.9743 5.3751 0.20 0.13 0.08 0.298
H 10.0514 8.2160 5.5087 -0.12 0.10 -0.04 0.230
H -18.1143 -2.9896 -6.6692 0.01 -0.03 -0.09 0.395
H -16.1703 -2.8684 -7.5800 -0.05 0.04 0.08 0.345
H 8.4202 9.3929 0.6745 0.20 -0.07 0.10 0.430
H 9.1021 0.8667 7.2736 -0.23 0.06 0.16 0.005
H 10.6280 6.1317 1.6107 -0.30 0.18 -0.05 0.416
H 3.8914 0.7289 6.2092 1.10 2.11 -2.52 0.356
H 8.1354 -0.6137 5.4624 -0.06 -0.08 0.00 0.420
H -14.1789 -4.6222 -6.0220 -0.24 -0.18 0.02 0.040
H 2.1688 3.8440 4.0040 0.15 0.58 -2.61 0.411
H 6.3997 -1.0719 5.5283 0.03 -0.08 -0.25 0.382
H -7.8317 -5.6138 -5.1817 -0.04 0.21 0.07 0.440
H 1.8434 1.4927 -4.8645 0.16 -2.32 1.23 0.177
H -10.5024 -2.7296 -3.2452 -0.08 -0.03 -0.07 0.433
H 6.9005 0.6239 5.7269 -0.06 -0.16 0.07 0.130
H -6.5375 -2.6588 -2.7364 -0.05 -0.33 -0.08 0.497
H 10.1433 7.0755 2.9966 -0.24 0.01 0.17 0.083
H 4.8359 -2.1829 -5.1489 0.48 0.20 0.96 0.251
H 1.2531 4.6362 -5.4904 2.25 -0.53 1.00 0.282
H 5.5857 6.7636 2.7624 0.21 -0.18 0.01 0.088
H -15.8804 -4.6817 -2.5755 0.01 0.24 0.18 0.395
H 1.6216 5.6131 -2.9375 0.66 -2.05 -0.98 0.377
H 1.0559 4.0951 2.4777 2.12 0.42 0.60 0.334
H 4.0569 -1.2002 1.4777 0.29 -0.73 -0.34 0.311
H -1.7992 -0.3239 -3.3868 0.58 -2.64 0.34 0.398
H 0.4786 7.1002 2.4534 1.01 -1.19 1.63 0.261
H 0.2498 5.8035 3.8704 1.60 1.63 -1.16 0.283
H 9.8514 1.6520 10.1536 -0.09 -0.05 -0.05 0.342
H 8.4235 0.8428 11.5486 0.03 0.09 0.02 0.398
H -7.5072 -7.5595 -1.2554 0.01 0.14 0.10 0.248
H -14.2038 -4.3368 -3.0666 -0.07 -0.04 -0.08 -0.142
H 10.7002 1.2883 7.8312 -0.05 -0.13 0.19 0.424
H 6.5806 -1.6003 -1.3375 -1.80 1.07 1.68 0.287
H 0.4309 -4.4081 -2.0421 -1.85 -1.54 -0.29 0.035
H -10.1169 -5.7984 -4.4406 0.07 -0.08 -0.28 0.371
H 8.3132 5.3059 1.2679 -0.06 0.06 -0.04 0.299
H 9.4127 -2.2768 9.2520 0.00 0.26 -0.23 0.416
H -8.1694 -3.1821 -2.4060 -0.12 -0.21 0.16 -0.003
H -18.7515 -4.5007 -6.0080 0.11 -0.06 -0.13 0.238
H 2.9319 5.4777 -5.2559 -1.28 -2.04 0.62 0.353
H 4.8051 -4.6728 0.0959 2.07 1.28 0.06 0.263
H -11.8389 -3.8728 -2.8828 -0.16 0.19 -0.10 -0.227
H -5.5954 -4.7612 -1.8143 -0.10 -0.09 -0.04 0.031
H 7.4175 2.3197 11.3715 0.05 0.04 0.24 0.301
H 1.1351 7.4429 4.2029 -0.21 -1.82 -1.91 0.301
H 5.9022 -2.6416 -3.9323 -0.87 0.95 -0.76 0.237
H -1.8490 -1.9519 -4.3333 0.74 0.47 2.13 0.323
H -15.4816 -4.3986 -8.1635 0.18 0.20 -0.04 0.374
H -16.7035 -3.4245 -4.6132 0.03 -0.28 -0.02 0.090
H -15.7918 -2.4532 -3.4872 0.19 -0.09 -0.10 0.428
H 6.3084 6.0827 1.2994 0.06 -0.11 -0.03 0.400
H 6.7036 0.7032 11.1629 0.03 0.13 -0.09 0.231
H -10.8028 -3.2435 -1.5802 -0.03 -0.14 -0.07 0.273
H 6.7085 -0.6971 0.3078 -1.98 -0.60 -1.74 0.261
H -14.2468 -7.1345 -3.2197 0.22 -0.07 0.10 0.322
H 8.5667 -2.1310 6.9236 0.04 0.08 -0.05 0.345
H -0.3483 0.4693 -4.8230 1.33 -0.99 1.87 0.281
H 2.9095 3.5834 -5.3090 -1.38 1.73 0.86 0.187
H -13.2261 -5.9514 -4.1043 0.01 0.00 0.10 0.114
H 7.2893 -2.4580 8.1143 0.21 -0.17 0.06 0.376
H -6.5165 -3.8228 -0.6196 0.18 0.17 -0.15 0.391
H 2.9028 6.3356 2.0349 -0.79 -0.98 2.10 0.351